ORCA calculation (the ωB97M-V functional and the def2-TZVPD basis) on C2H4LiO2Sm as an isolated structure in a non-equilibrium geometry.

```
10
Properties=species:S:1:pos:R:3:lowdin_spin:R:1
Sm 1.57908 -0.96335 1.08326 6.06
O 3.45495 0.17399 1.29388 -0.05
O -0.69929 -0.52468 0.34670 -0.01
C -1.45231 0.63661 -0.10535 0.00
C -1.45168 -0.60134 -0.88111 0.00
Li 4.90580 0.85353 0.73602 0.00
H -2.32762 0.86161 0.50432 0.00
H -0.85316 -0.66319 -1.79076 0.00
H -0.85337 1.50614 -0.37680 0.00
H -2.30241 -1.27934 -0.81017 0.00
```

Properties
relative energy (zero: lowest compared OMol25 entry of this formula, charge and spin): 92.2 kJ/mol
HOMO (alpha / beta): -10.4 / -11.5 eV
Kohn-Sham gap (alpha / beta): 6.6 / 7.7 eV
expectation value of S²: 12.01
total charge: +1
2S+1: 7

***

ORCA calculation (the ωB97M-V functional and the def2-TZVPD basis) on C35H42BrCl5O2RuSi as an isolated structure.

```
87
Properties=species:S:1:pos:R:3:lowdin_spin:R:1
Ru 0.10311 0.62680 0.79953 3.66
Br 0.04203 -8.01543 3.25288 0.00
Cl -3.44421 0.26945 5.24834 0.00
Cl -1.98852 2.26727 7.11304 0.00
Cl 1.83398 2.90990 3.38667 0.01
Cl -2.25141 -0.42024 2.46313 0.04
Cl 0.70472 3.55249 6.20893 0.00
Si -4.51989 0.33969 -0.97583 0.02
O 0.97676 -1.22774 2.52224 0.06
O -0.08304 -1.73225 0.65308 0.09
C 2.09054 0.27563 -0.82405 0.09
C 2.94441 -2.10533 -0.28537 0.00
C 0.39633 -3.50505 2.11930 0.00
C 2.06802 -1.64054 -3.59805 0.01
C 0.75583 1.54434 -2.19364 0.11
C -5.46125 -0.12915 0.61805 0.00
C 0.71905 -3.92544 3.40330 0.00
C 0.43656 -2.03851 1.75271 0.01
C -1.32884 1.90421 5.56364 0.00
C -0.10508 -5.77791 1.49552 0.00
C 0.00035 -4.43881 1.16760 0.00
C -1.45690 0.74319 3.46379 0.02
C -0.31330 4.28332 -1.88977 0.00
C 1.13635 2.38127 -1.13595 0.19
C 0.14175 -0.24280 -4.22296 0.00
C 0.89098 -0.84309 -3.01889 0.01
C 2.11839 4.64294 -1.41273 0.01
C -1.98582 1.01406 4.71972 0.00
C -2.82107 0.92139 -0.57767 0.11
C -5.58893 1.66051 -1.85610 0.00
C 0.19614 -6.16879 2.78728 0.00
C -0.29596 1.34871 2.97129 0.12
C 3.25584 -0.59906 -0.36770 0.01
C 3.75370 -0.18931 1.03214 0.00
C 0.61326 -5.26211 3.74554 0.00
C -0.13897 2.48770 5.14398 0.00
C 1.94864 1.59225 -0.27268 0.04
C 4.41241 -0.36391 -1.35763 0.01
C 0.85897 3.85847 -1.00144 0.02
C -4.36328 -1.16932 -2.13726 0.00
C -0.11589 -1.78040 -2.33558 0.01
C 1.30001 0.25773 -2.04340 0.16
C -1.67439 1.16114 -0.22576 0.11
C 0.49906 4.19384 0.45023 0.01
C 0.34282 2.20037 3.86994 0.03
H -1.18319 3.67456 -1.65749 0.00
H -5.49915 0.71697 1.29881 0.00
H -0.84435 -1.18301 -1.78664 0.00
H 1.97321 5.70533 -1.22658 0.00
H 4.12449 -0.63475 -2.36707 0.00
H -3.72814 -1.92602 -1.68730 0.00
H 2.77456 -2.38843 0.75118 0.00
H 2.65875 -2.12836 -2.83243 0.00
H -0.55850 5.32920 -1.71075 0.00
H -0.42754 -6.50567 0.76472 0.00
H -0.81680 0.16252 -3.90875 0.00
H 2.92108 -0.17765 1.74013 0.00
H -0.07255 4.16681 -2.94285 0.00
H -0.64022 -2.39024 -3.07011 0.00
H -5.32511 -1.62327 -2.35933 0.00
H -3.90601 -0.87982 -3.07882 0.00
H 2.71443 -0.98141 -4.17655 0.00
H 0.72283 0.53923 -4.70695 0.00
H 1.69152 -2.41622 -4.26582 0.00
H 0.16524 5.22728 0.53242 0.00
H -0.30596 3.53719 0.79581 0.01
H -0.23396 -4.08954 0.17319 0.00
H 0.36101 -2.44744 -1.62696 0.00
H 0.84230 -5.60016 4.74532 0.00
H -6.48413 -0.43399 0.40977 0.00
H 5.27375 -0.96424 -1.06694 0.00
H -6.53436 1.21698 -2.15932 0.00
H -5.80861 2.49643 -1.19776 0.00
H 2.32526 4.50052 -2.47120 0.00
H 2.98528 4.30623 -0.84951 0.00
H -4.96753 -0.94101 1.14236 0.00
H 4.23369 0.78888 1.03459 0.00
H 4.48977 -0.91841 1.37466 0.00
H 1.35453 4.05918 1.10384 0.00
H 2.60126 2.01294 0.47957 0.00
H -0.05401 -1.02506 -4.95686 0.00
H 2.04633 -2.35759 -0.83149 0.00
H 3.77908 -2.69558 -0.66776 0.00
H 0.10720 1.85711 -2.98729 0.00
H -5.10501 2.05732 -2.74359 0.00
H 1.04207 -3.19193 4.12829 0.00
H 4.70426 0.68364 -1.35796 0.00
```

Properties
relative energy (zero: lowest compared OMol25 entry of this formula, charge and spin): 46.5 kJ/mol
HOMO (alpha / beta): -4.8 / -5.3 eV
Kohn-Sham gap (alpha / beta): 7.2 / 6.6 eV
expectation value of S²: 8.78
total charge: -1
2S+1: 6

***

ORCA calculation (the ωB97M-V functional and the def2-TZVPD basis) on a 3-piece molecular cluster, C12H33N3O3 overall in a non-equilibrium geometry.

```
51
Properties=species:S:1:pos:R:3:lowdin_charge:R:1
O -10.10526 15.90701 0.31339 -0.20
O -6.77867 10.53759 -1.55715 -0.22
O -0.37783 11.01242 0.14104 -0.23
N -6.00656 9.07668 -3.77663 0.03
N -8.14862 18.00219 0.33837 0.03
N -0.00134 8.29621 1.26527 0.03
C -5.43657 10.60969 -2.02701 -0.18
C -6.31570 16.26754 0.59304 -0.06
C -0.59992 11.95801 1.30952 -0.05
C -7.75876 16.57588 0.15077 -0.42
C -6.98618 9.77899 -0.38840 -0.10
C 0.98156 10.47040 0.21193 -0.16
C 1.02224 9.37363 1.36421 -0.41
C 2.28929 8.58387 1.14849 -0.12
C -10.39101 15.07133 -0.80549 -0.09
C -8.83945 15.63402 0.83329 -0.22
C -5.05835 9.23611 -2.64433 -0.44
C -3.66147 8.97045 -3.06028 -0.07
H 2.65541 7.84299 1.85926 0.08
H -3.41924 7.97879 -3.44242 0.09
H -7.97493 10.08544 -0.04699 0.09
H -7.86340 16.43300 -0.92475 0.12
H -5.73016 9.11143 -4.74744 0.06
H 3.09476 9.30896 1.03210 0.07
H -0.44031 8.25322 0.35667 0.06
H -6.22606 9.95570 0.37258 0.09
H -4.77021 10.82668 -1.19216 0.11
H 1.13320 9.73601 2.38620 0.12
H -5.31580 8.44583 -1.93916 0.12
H -11.40010 15.31196 -1.14001 0.09
H -5.67167 17.02058 0.13889 0.08
H -8.81204 16.04041 1.84433 0.12
H -0.37988 11.56107 2.30055 0.07
H -8.54411 14.58669 0.89633 0.12
H -9.15181 17.88999 0.37163 0.05
H -7.85910 18.41128 1.21525 0.06
H 1.59309 11.36988 0.28293 0.11
H -6.72384 9.77107 -3.62351 0.05
H -10.31077 14.06711 -0.38931 0.09
H 1.16993 9.96927 -0.73753 0.12
H -6.32000 16.28564 1.68288 0.07
H -6.04740 15.29055 0.19102 0.07
H -1.66136 12.18486 1.20976 0.08
H -7.06143 8.73714 -0.69979 0.08
H 0.46972 7.41068 1.38365 0.05
H -3.01889 9.16157 -2.20082 0.07
H -9.78510 15.19134 -1.70358 0.08
H -3.41050 9.82442 -3.68947 0.08
H 0.10460 12.78000 1.18271 0.08
H -5.42509 11.46365 -2.70428 0.13
H 2.17963 8.13351 0.16196 0.08
```

Properties
relative energy (zero: lowest compared OMol25 entry of this formula, charge and spin): 219.7 kJ/mol
HOMO: -8.6 eV
Kohn-Sham gap: 9.2 eV

***

ORCA calculation (the ωB97M-V functional and the def2-TZVPD basis) on a 2-piece molecular cluster, C4H11NO2 overall in a non-equilibrium geometry.

```
18
Properties=species:S:1:pos:R:3:lowdin_spin:R:1
O -0.30200 -1.69680 3.34638 0.00
O -0.22094 -1.54082 0.57454 0.33
N 0.07520 0.30381 -2.44221 0.05
C 0.39059 -1.24054 -0.50751 0.41
C -0.31485 1.12997 -0.05046 0.00
C 0.43764 0.18405 -0.99658 0.07
C 0.07203 2.57279 -0.37310 0.01
H -0.37969 -1.84700 2.37108 0.00
H -0.54990 -0.76276 3.45248 0.00
H -0.08546 0.81772 0.96753 0.00
H 0.83699 -2.07219 -1.06715 0.05
H -0.44911 -0.46679 -2.83781 0.02
H -0.47767 2.94758 -1.25110 0.00
H -0.13531 3.27825 0.44152 0.00
H -0.44183 1.16803 -2.58459 0.01
H 1.52118 0.42051 -0.96916 0.03
H 1.13309 2.53498 -0.55788 0.00
H -1.41292 0.97480 -0.08350 0.00
```

Properties
relative energy (zero: lowest compared OMol25 entry of this formula, charge and spin): 91.6 kJ/mol
HOMO (alpha / beta): 0.0 / -3.7 eV
Kohn-Sham gap (alpha / beta): 4.0 / 7.6 eV
expectation value of S²: 0.75
total charge: -1
2S+1: 2

***

ORCA calculation (the ωB97M-V functional and the def2-TZVPD basis) on a 2-piece molecular cluster, CH5NO overall in a non-equilibrium geometry.

```
8
Properties=species:S:1:pos:R:3:lowdin_charge:R:1
O 1.08027 -0.61969 -0.02350 -0.09
N 1.46508 0.52621 0.12593 0.05
C -2.07983 0.08046 -0.00835 -0.07
H -1.18030 -0.51623 0.06488 -0.03
H -1.98900 1.14926 -0.44576 0.05
H -2.59284 0.03158 0.95623 0.00
H 2.20472 0.60874 -0.59427 0.06
H -2.86132 -0.48204 -0.62449 0.03
```

Properties
relative energy (zero: lowest compared OMol25 entry of this formula, charge and spin): 284.6 kJ/mol
HOMO: -9.9 eV
Kohn-Sham gap: 9.4 eV

***

ORCA calculation (the ωB97M-V functional and the def2-TZVPD basis) on a 2-piece molecular cluster, C3H11N3 overall in a non-equilibrium geometry.

```
17
Properties=species:S:1:pos:R:3:lowdin_charge:R:1
N -2.67141 -0.50207 -0.10502 0.07
N 2.10064 2.35734 -0.14227 -0.02
N -3.31556 -2.78603 -0.35291 0.03
C -2.46687 -1.81437 -0.40188 -0.40
C 1.74813 0.19628 1.09449 -0.12
C 1.97279 0.92122 -0.24103 -0.34
H -3.04195 -3.36226 -1.14633 0.03
H 1.27588 -0.78036 0.92441 0.06
H 1.00788 0.75284 1.67182 0.06
H 2.92929 2.90798 -0.20189 0.05
H 2.67489 0.01622 1.64231 0.06
H -1.50954 -2.01505 -0.89605 0.10
H -2.25860 0.29635 -0.54228 0.08
H 2.82828 0.53378 -0.79450 0.10
H 1.29625 2.93830 -0.01485 0.05
H -3.59881 -0.35823 0.26892 0.09
H 1.02870 0.69803 -0.76294 0.09
```

Properties
relative energy (zero: lowest compared OMol25 entry of this formula, charge and spin): 159.2 kJ/mol
HOMO: -8.7 eV
Kohn-Sham gap: 9.5 eV

***

ORCA calculation (the ωB97M-V functional and the def2-TZVPD basis) on a 2-piece molecular cluster, C2H3N2O2 overall in a non-equilibrium geometry.

```
9
Properties=species:S:1:pos:R:3:lowdin_charge:R:1
O 0.10469 1.76328 0.30010 -0.10
O -0.90810 -0.15428 0.83872 -0.19
N 3.00307 -1.46222 0.22463 -0.28
N -0.15275 0.97851 1.25046 0.00
C 2.52736 -0.62692 0.84864 -0.56
C -1.14330 -0.07538 -0.55351 -0.17
H -1.96420 -0.82152 -0.70704 0.08
H -1.30821 0.92851 -1.06417 0.08
H -0.15857 -0.52999 -1.13784 0.14
```

Properties
relative energy (zero: lowest compared OMol25 entry of this formula, charge and spin): 336.0 kJ/mol
HOMO: -4.1 eV
Kohn-Sham gap: 7.6 eV
total charge: -1

***

ORCA calculation (the ωB97M-V functional and the def2-TZVPD basis) on a 12-piece molecular cluster, C19H62N6O12 overall in a non-equilibrium geometry.

```
99
Properties=species:S:1:pos:R:3:lowdin_charge:R:1
O -3.89992 1.03551 -3.44209 -0.05
O 2.58390 -2.03441 -1.33767 -0.08
O -0.64473 -3.73756 -1.56024 -0.11
O -1.00528 0.47110 0.30911 -0.17
O -4.65456 3.62972 1.16000 -0.06
O 4.30804 0.11563 2.95812 -0.04
O -3.52196 1.19303 2.26571 -0.13
O -0.64102 2.93645 -0.75579 -0.11
O 1.16133 -3.88188 2.85622 -0.06
O 1.37616 -1.45299 4.00731 -0.08
O 4.12893 3.81818 -2.11214 -0.05
O -1.52483 -3.07184 1.65946 -0.12
N -2.69928 -1.52984 0.17920 0.16
N -2.60138 -0.82428 3.20466 0.18
N 3.82927 -2.85506 -3.18277 0.13
N -3.05554 -3.69749 0.03930 0.17
N 1.85235 -3.63357 -2.94433 0.15
N -3.04623 0.74444 4.49453 0.15
C -3.13361 0.34846 3.32094 -0.65
C -0.93343 -2.68137 -2.43286 -0.18
C -4.01738 4.45857 -1.00168 -0.06
C 4.35682 -1.19493 2.52665 -0.34
C 0.38393 0.71958 3.55636 -0.07
C -0.01496 -0.20845 -0.47075 -0.10
C 0.29613 3.25619 0.24201 -0.29
C 0.33208 4.67419 0.75730 -0.05
C -2.75153 1.65599 -2.97688 -0.35
C -1.50468 1.19860 -3.75854 -0.07
C 1.39426 -4.82046 0.64894 -0.06
C 4.19047 -1.26068 1.03764 -0.09
C 2.51363 2.16233 -2.53354 -0.09
C -3.59379 3.71522 0.25214 -0.34
C 0.94598 -0.57190 2.98448 -0.31
C 1.74711 -3.70813 1.61259 -0.32
C 2.81154 3.60192 -2.51851 -0.35
C 2.74256 -2.84614 -2.41747 -0.63
C -2.47949 -2.75584 0.66323 -0.58
H 5.38144 -1.47312 2.80034 0.12
H 0.94254 -0.08328 -0.02877 0.06
H -1.36551 -3.78104 -0.96109 0.01
H -4.31228 5.40093 -0.67717 0.05
H 1.50914 1.88852 -2.79306 0.05
H 3.04862 1.58647 -3.23167 0.07
H 3.66333 -1.81529 3.05895 0.08
H -1.24229 -3.11012 -3.34838 0.07
H 0.29508 -4.93193 0.61018 0.07
H -0.16717 0.15506 -1.51041 0.09
H -3.29532 2.60873 0.17666 0.12
H -2.83194 4.26309 0.73061 0.07
H 4.90413 -0.66463 0.54803 0.06
H 1.83762 -5.72865 1.03468 0.07
H 4.65995 -2.43396 -2.74996 0.12
H 0.31413 -4.21930 2.78179 0.04
H -4.28036 3.32974 1.94785 0.02
H -1.54605 1.29822 -4.84131 0.06
H 0.65837 5.42767 0.00103 0.09
H 0.99100 -3.47596 -2.39534 0.06
H 1.22182 -2.81795 1.18007 0.11
H 1.11988 1.35948 4.09170 0.10
H -1.92992 -0.82110 0.24996 0.05
H 2.08457 4.17340 -1.98586 0.09
H 1.69466 -4.54015 -0.36253 0.05
H -2.45524 -1.08484 2.22200 0.06
H -1.94926 -1.29749 3.86787 0.15
H 4.28328 -2.27657 0.64668 0.07
H -0.54981 1.79230 -3.50704 0.07
H -4.51034 1.79251 -3.58217 0.11
H 0.95973 4.97220 1.55830 0.06
H 0.02615 1.34993 2.75264 0.06
H -0.04553 -2.03319 -2.69411 0.08
H -3.30338 4.55795 -1.77929 0.04
H -3.03056 1.75705 4.45525 0.13
H -1.74601 -1.96480 -2.12221 0.09
H 4.69826 3.35451 -2.73829 0.09
H -0.64220 3.57564 -1.50588 0.13
H -1.00203 1.40142 0.03217 0.03
H 3.83666 -3.40603 -4.08320 0.14
H 3.23538 -0.80483 0.84896 0.04
H 2.58076 1.75003 -1.54915 0.07
H -2.89600 2.66801 -3.00852 0.06
H -3.44392 -1.30812 -0.55612 0.17
H -0.27474 -1.26432 -0.35832 0.06
H 2.82346 -3.51181 1.71181 0.11
H 2.73302 4.02550 -3.54245 0.12
H -4.89926 3.91912 -1.42071 0.09
H 0.22267 -1.17069 2.41747 0.09
H -2.85031 -4.65680 0.26836 0.14
H -0.28336 0.65084 4.31032 0.01
H -3.80776 -3.52453 -0.58316 0.13
H -0.67674 4.94988 1.16191 0.08
H 1.80381 -0.19075 2.29385 0.10
H 0.38399 2.44299 0.93823 0.10
H 2.01055 -4.41557 -3.61424 0.15
H -1.19677 0.12514 -3.60936 0.07
H 3.62807 0.53822 2.50113 0.03
H 1.16402 3.16290 -0.33792 0.06
H -2.45921 1.60112 -1.87572 0.11
H -2.48101 0.30053 5.25203 0.15
H 1.52728 -2.34056 3.61196 0.04
```

Properties
relative energy (zero: lowest compared OMol25 entry of this formula, charge and spin): 674.5 kJ/mol
HOMO: -8.9 eV
Kohn-Sham gap: 9.1 eV